The following is a DFT calculation (ωB97M-V/def2-TZVPD) of a structure of composition C31H34Br3GeMgN6.

Its frontier orbital gap is 6.822 eV. Its charge is +3. The calculation puts the largest force on an atom at 0.0055 hartree/bohr. For the total energy, the calculation gives -11528.43565 Ha. The calculation puts the highest occupied orbital energy at -15.8218 eV. As for the LUMO energy: -8.9998 eV.

Last column: Mulliken charge in e.
Cartesian coordinates (Å):
Mg  0.30  1.17  -0.39  1.171
Br  -3.50  -1.27  5.72  -0.047
C  -2.22  -0.80  4.43  -0.125
C  -2.56  0.08  3.41  -1.093
C  -1.61  0.41  2.46  0.309
C  -0.32  -0.11  2.52  0.703
C  0.00  -1.01  3.53  -0.649
C  -0.94  -1.34  4.49  -0.986
N  0.61  0.29  1.51  0.324
C  1.87  0.19  1.74  0.016
C  2.86  0.53  0.71  0.443
C  4.22  0.46  0.98  -0.860
C  5.12  0.78  -0.03  -0.463
C  4.63  1.15  -1.27  -1.012
C  3.25  1.21  -1.46  -0.001
N  2.38  0.90  -0.50  0.121
H  -3.55  0.51  3.36  0.501
H  -1.87  1.12  1.68  0.243
H  0.97  -1.48  3.59  0.316
H  -0.69  -2.02  5.29  0.568
H  2.25  -0.13  2.70  0.561
H  4.56  0.16  1.96  0.502
H  6.18  0.73  0.15  0.487
H  5.29  1.41  -2.09  0.447
H  2.85  1.51  -2.41  0.465
Br  0.12  0.62  -3.20  -0.020
C  -1.78  0.37  -2.95  -0.551
Br  -2.13  0.08  -1.06  -0.029
H  -2.09  -0.51  -3.49  0.448
H  -2.30  1.27  -3.26  0.413
C  1.22  4.01  -0.50  -0.582
N  -0.09  3.25  -0.33  -0.277
C  -0.67  3.70  0.99  -0.449
N  -0.84  5.12  1.06  0.159
C  0.46  5.77  0.88  -0.659
N  1.04  5.43  -0.42  0.187
C  0.11  5.86  -1.48  -0.718
N  -1.19  5.20  -1.32  0.165
C  -1.02  3.78  -1.41  -0.561
C  -1.74  5.55  -0.01  -0.726
H  1.64  3.75  -1.47  0.207
H  1.90  3.68  0.29  0.227
H  -0.01  3.36  1.79  0.246
H  -1.65  3.21  1.10  0.084
H  1.14  5.46  1.68  0.335
H  0.33  6.85  0.95  0.329
H  0.53  5.61  -2.45  0.333
H  -0.02  6.94  -1.42  0.318
H  -0.59  3.52  -2.38  0.242
H  -1.99  3.29  -1.28  0.265
H  -2.72  5.07  0.11  0.332
H  -1.88  6.63  0.05  0.328
Ge  -0.38  -5.60  1.22  1.068
C  1.10  -5.39  2.36  0.430
C  2.34  -5.81  1.86  -0.503
C  3.46  -5.78  2.68  -0.719
C  3.34  -5.35  3.99  -0.460
C  2.11  -4.94  4.50  -0.772
C  0.99  -4.96  3.69  -0.108
C  -2.15  -5.07  1.48  0.441
C  -2.57  -4.30  2.58  0.279
C  -3.91  -4.02  2.74  -0.537
C  -4.84  -4.50  1.82  -0.512
C  -4.43  -5.25  0.72  -0.753
C  -3.09  -5.53  0.55  -0.483
H  -0.10  -6.31  -0.10  -0.024
H  2.44  -6.18  0.85  0.341
H  4.42  -6.12  2.30  0.434
H  4.21  -5.35  4.64  0.444
H  2.02  -4.64  5.53  0.448
H  0.03  -4.68  4.10  0.433
H  -1.86  -3.94  3.31  0.052
H  -4.25  -3.45  3.60  0.330
H  -5.89  -4.29  1.96  0.440
H  -5.16  -5.62  0.01  0.426
H  -2.77  -6.13  -0.30  0.321